Entry 1:
One molecule with the formula CH2ClOP, computed with ωB97M-V with the def2-TZVPD basis set.

```
6
Properties=species:S:1:pos:R:3:forces:R:3
O -2.01594 -0.37471 -0.75877 -1.07 -1.49 -1.20
P -1.29848 0.57893 0.05191 1.44 1.68 0.96
C 0.45583 -0.09121 0.23762 0.15 -0.13 -0.69
Cl 1.75232 1.04332 -0.39869 -0.76 -0.03 0.78
H 0.61519 -0.92949 -0.50723 -0.51 0.30 1.78
H 0.49108 -0.22684 1.37515 0.75 -0.33 -1.64
```
Positions in Å, forces in eV/Å.

- SMILES: O=PCCl
- Total charge: 0
- HOMO energy: -9.7 eV
- Multiplicity: 1
- Energy relative to the best compared isomer or geometry (same formula, charge and spin): 28.0 kJ/mol
- HOMO-LUMO gap: 8.72 eV



Entry 2:
An isolated ion of composition C31H27N2O2 and charge +1, computed with ωB97M-V with the def2-TZVPD basis set.

```
62
Properties=species:S:1:pos:R:3:forces:R:3
C 4.14691 4.63129 -2.13758 -0.02 0.25 -0.17
C 3.52126 3.34626 -1.65212 0.94 0.89 0.39
C 3.77189 2.89078 -0.38614 -0.28 -0.47 -0.18
C 3.25016 1.56671 0.06069 -0.36 0.93 -0.09
C 2.26199 0.97434 -0.85559 0.55 0.77 -0.85
C 1.44127 0.06986 -0.02069 0.06 -1.52 -1.95
C 0.11224 -0.30609 -0.62809 0.04 0.07 -0.26
C -0.91923 0.61552 -0.77295 -0.26 -0.32 0.10
C -2.10520 0.21779 -1.39583 0.18 -0.17 -0.17
C -2.20296 -1.06412 -1.94256 -0.39 -0.13 -0.34
O -3.38398 -1.41892 -2.59341 0.58 0.25 0.19
C -3.24754 -1.80473 -3.93517 0.14 -0.08 -0.08
C -3.65140 -3.09268 -4.28990 0.29 0.42 0.00
C -3.51686 -3.49327 -5.61975 -0.14 0.19 0.03
C -3.04091 -2.59732 -6.58127 0.06 -0.06 -0.03
C -2.66410 -1.30332 -6.21069 -0.05 -0.02 0.19
C -2.75071 -0.89729 -4.87726 -0.19 -0.44 0.12
C -1.15693 -1.98733 -1.83060 -0.09 0.43 -0.01
C -0.00415 -1.58778 -1.17464 0.00 -0.04 0.08
C 2.07304 1.43225 -2.14331 -0.28 -0.83 -0.19
C 2.72413 2.60518 -2.54681 0.06 -0.74 0.53
H 3.46308 5.18046 -2.79481 0.12 -0.07 0.16
H 4.42357 5.28502 -1.30721 -0.08 -0.12 -0.09
H 5.05946 4.43392 -2.71496 -0.20 -0.05 0.12
H 4.36791 3.46788 0.32435 -0.07 -0.20 -0.28
H 4.10174 0.86860 0.22591 0.01 0.13 -0.29
H 2.02407 -0.85248 0.11909 -0.15 -0.12 -0.04
H -0.81648 1.63217 -0.39229 -0.07 -0.20 0.00
H -2.94522 0.89724 -1.49941 0.12 -0.08 -0.02
H -4.04177 -3.74987 -3.51386 0.10 0.11 -0.24
H -3.80844 -4.50656 -5.89559 0.08 0.29 -0.02
H -2.96069 -2.91111 -7.62720 -0.03 0.14 0.44
H -2.31049 -0.59090 -6.95668 -0.07 -0.26 0.14
H -2.45618 0.10405 -4.55737 -0.10 -0.28 -0.14
H -1.25349 -2.99003 -2.24524 0.00 0.29 0.06
H 0.81845 -2.29276 -1.05974 -0.20 0.11 0.04
H 1.40574 0.90263 -2.83852 0.11 0.38 0.50
H 2.58719 2.99776 -3.55509 -0.10 -0.14 0.21
O 0.25538 -1.80729 1.67824 -0.20 1.62 0.81
C 0.05200 -0.81211 2.38802 -0.46 -2.03 -0.43
C -0.85218 -0.90835 3.59929 -0.07 -0.14 -0.23
C -0.25987 -0.98319 4.86409 -0.17 0.14 0.08
C -1.07349 -1.21577 5.97548 -0.09 0.22 -0.21
C -2.46360 -1.25587 5.83697 0.00 -0.04 -0.22
C -3.04586 -1.12872 4.56825 0.07 -0.06 0.09
C -2.23385 -1.00143 3.43797 0.06 0.13 0.11
C 1.22907 -0.78540 4.97773 0.24 -0.27 -0.01
C 1.71655 0.62770 4.59172 0.21 0.13 0.18
C 0.93793 1.32294 3.46014 -0.40 0.04 0.17
C 0.76077 0.45218 2.24660 0.69 1.23 0.64
N 1.50843 0.77379 1.21890 -0.14 -0.26 1.89
N 2.47351 1.68967 1.31020 -0.07 0.18 -0.53
H -0.60308 -1.34372 6.95163 -0.20 0.10 -0.21
H -3.09264 -1.38623 6.72359 0.23 0.03 -0.40
H -4.13314 -1.14167 4.45709 0.40 -0.05 0.06
H -2.65166 -0.93772 2.42862 0.01 -0.07 0.40
H 1.54637 -0.98261 6.00683 0.00 -0.08 -0.20
H 1.73225 -1.52669 4.33819 -0.08 0.11 0.17
H 1.66965 1.26982 5.48132 -0.04 -0.04 -0.26
H 2.77781 0.57737 4.30597 -0.25 -0.05 0.10
H -0.05914 1.61778 3.82467 0.27 -0.10 -0.12
H 1.49140 2.21234 3.15076 -0.31 -0.06 0.22
```
Positions in Å, forces in eV/Å.

- Total charge: +1
- HOMO energy: -11.0 eV
- Multiplicity: 1
- HOMO-LUMO gap: 5.05 eV



Entry 3:
A 5-piece molecular cluster, H9O5 overall, computed with ωB97M-V with the def2-TZVPD basis set.

```
14
Properties=species:S:1:pos:R:3:forces:R:3
O -0.55167 -0.39968 -0.31628 -0.53 0.33 0.53
H -0.65521 -1.29790 -0.63080 0.24 -0.10 0.03
O -2.58728 0.50118 -1.69636 0.64 0.60 0.10
H -2.50642 1.45956 -1.62285 -0.39 -0.01 -0.19
H -1.71785 0.25018 -1.22200 -0.43 -0.66 0.12
O -1.49852 -0.36812 2.50487 -0.06 0.01 0.07
H -0.69270 -0.12252 2.96337 0.09 0.02 -0.02
H -1.23483 -0.37519 1.56073 0.06 -0.06 -0.40
O 1.38172 1.24069 -0.14510 -0.74 0.00 0.44
H 0.52393 0.65933 -0.06113 1.08 -0.30 -0.60
H 1.04169 2.05775 -0.51772 0.20 0.06 -0.07
O 3.22350 -1.05745 -0.31760 0.52 -0.21 0.01
H 2.85435 -0.16387 -0.27154 -0.48 0.02 -0.05
H 2.47167 -1.65002 -0.40097 -0.19 0.31 0.02
```
Positions in Å, forces in eV/Å.

- Total charge: -1
- HOMO energy: -5.1 eV
- Multiplicity: 1
- Energy relative to the best compared isomer or geometry (same formula, charge and spin): 23.6 kJ/mol
- HOMO-LUMO gap: 9.18 eV



Entry 4:
C40H66BF9GeMgN6OS3Si3 as an isolated structure, computed with ωB97M-V with the def2-TZVPD basis set.

```
131
Properties=species:S:1:pos:R:3:forces:R:3
Mg 0.32074 2.62438 0.70290 -0.67 0.21 0.14
C -1.79577 -2.32503 -1.94537 0.00 0.05 0.05
C -1.14509 -1.94328 -0.66003 0.11 0.04 0.12
C -1.12489 -2.78566 0.41492 0.02 -0.05 -0.06
C -0.45967 -2.39376 1.60039 0.03 -0.05 -0.10
N 0.33426 -1.36408 1.59839 -0.24 0.09 0.11
N 0.41068 -0.57718 0.49808 0.12 0.04 0.13
B 1.54085 0.39554 0.51630 0.11 -0.33 -0.04
N 2.49693 0.13270 1.67559 0.24 0.05 -0.12
N 2.89402 -1.14336 1.86091 0.17 -0.01 -0.01
C 3.73437 -1.39451 2.81927 -0.02 0.02 -0.03
C 4.23486 -0.35391 3.65092 -0.04 0.05 0.00
C 3.86306 0.93569 3.45391 0.06 -0.11 -0.01
C 4.33844 2.05533 4.32180 0.02 0.01 -0.01
C 2.94802 1.17851 2.37961 -0.01 -0.02 0.07
S 2.45827 2.73907 1.94399 0.03 0.14 0.25
C 4.17310 -2.83391 3.04283 0.02 0.01 -0.01
C 3.80341 -3.25177 4.47338 0.00 -0.04 0.06
C 3.48341 -3.77802 2.06147 0.00 0.04 0.00
C 5.69562 -2.91977 2.86347 0.00 -0.02 -0.01
N 2.23559 0.67950 -0.83795 -0.02 0.06 -0.02
N 2.89275 -0.46574 -1.12097 -0.05 -0.08 -0.07
C 3.55753 -0.59083 -2.23088 -0.09 0.00 0.06
C 3.57698 0.46578 -3.17088 -0.01 0.03 0.02
C 2.95007 1.63851 -2.89583 0.07 -0.04 0.02
C 2.98155 2.77367 -3.86649 0.01 0.04 -0.01
C 2.25396 1.77256 -1.64224 0.10 0.07 -0.02
S 1.52374 3.27740 -1.31601 -0.11 -0.12 0.07
C 4.28310 -1.91745 -2.41195 0.00 0.00 -0.03
C 3.25829 -3.05361 -2.30580 0.04 -0.04 0.04
C 4.99659 -1.99426 -3.76063 -0.02 -0.01 -0.02
C 5.31774 -2.03797 -1.28692 0.05 0.00 0.01
C -0.48142 -0.69612 -0.52170 -0.10 -0.24 -0.03
S -0.71923 0.70673 -1.50609 -0.03 -0.10 -0.27
C -0.59248 -3.19182 2.88740 -0.06 0.05 -0.02
C 0.19829 -2.53027 4.01277 0.00 0.06 -0.03
C -0.08379 -4.62014 2.65207 -0.02 -0.06 -0.04
C -2.07727 -3.24356 3.27212 0.01 -0.05 0.04
H -2.25917 -3.30696 -1.86654 0.03 -0.01 -0.01
H -1.05571 -2.34114 -2.74861 -0.01 0.01 -0.01
H -2.56069 -1.60910 -2.23185 0.04 0.00 0.05
H -1.61787 -3.74741 0.36256 -0.03 0.02 -0.01
H 4.91521 -0.60041 4.45581 0.02 0.02 -0.01
H 5.26092 1.77900 4.82906 -0.02 -0.02 0.03
H 3.58290 2.28639 5.07582 -0.02 0.03 -0.03
H 4.50353 2.96300 3.74555 0.03 0.00 -0.02
H 2.72161 -3.26327 4.61539 0.17 -0.04 0.05
H 4.23828 -2.59040 5.22407 0.01 0.00 0.00
H 4.17924 -4.25727 4.66774 0.01 -0.01 -0.01
H 2.40152 -3.65761 2.10216 0.23 0.09 -0.03
H 3.73194 -4.80831 2.32044 0.00 -0.01 0.00
H 3.79386 -3.59944 1.03397 0.05 0.06 -0.07
H 6.23119 -2.35353 3.62710 -0.01 0.02 -0.01
H 6.00052 -2.54748 1.88408 -0.01 0.00 -0.02
H 6.01426 -3.95999 2.94341 0.00 0.00 0.01
H 4.09524 0.34385 -4.11147 0.00 0.01 0.00
H 3.43736 2.45704 -4.80251 0.02 0.00 0.01
H 3.55341 3.60901 -3.45858 -0.01 0.00 0.01
H 1.97776 3.14891 -4.06154 -0.01 -0.01 -0.02
H 2.52268 -2.99519 -3.11098 -0.01 0.02 0.00
H 2.73483 -3.01247 -1.35017 0.00 0.00 0.01
H 3.76545 -4.01686 -2.38226 0.00 0.00 -0.01
H 4.29449 -1.96955 -4.59675 -0.01 0.03 0.00
H 5.54439 -2.93469 -3.82315 -0.01 -0.01 0.00
H 5.72010 -1.18679 -3.88698 0.02 -0.01 0.01
H 4.83763 -1.92954 -0.31578 -0.03 -0.03 0.07
H 6.08466 -1.26507 -1.37673 0.00 -0.01 0.00
H 5.81031 -3.01081 -1.33362 0.00 0.00 0.00
H 1.24981 -2.42004 3.74781 -0.17 0.03 -0.04
H 0.12594 -3.14034 4.91403 -0.01 -0.01 0.01
H -0.19257 -1.53686 4.23751 0.00 0.01 0.00
H 0.95411 -4.63088 2.31907 -0.22 -0.09 0.05
H -0.68588 -5.14624 1.90917 0.00 0.00 0.00
H -0.14743 -5.18632 3.58207 -0.01 0.00 0.02
H -2.47340 -2.24251 3.43726 -0.03 0.06 0.00
H -2.19164 -3.80883 4.19823 0.00 0.00 0.00
H -2.68250 -3.73557 2.50826 0.01 0.02 -0.01
C -5.86979 0.60064 -3.56697 0.02 -0.02 -0.09
Si -4.12050 -0.05994 -3.83020 0.08 -0.04 0.01
C -4.26737 -1.93778 -3.89870 -0.10 0.13 -0.13
C -3.41898 0.39415 -5.51274 0.00 -0.07 0.08
Ge -3.02999 1.05049 -1.95054 -0.04 -0.05 -0.13
Si -4.21208 0.42288 0.06466 0.05 0.06 -0.03
C -3.07349 0.25066 1.53771 -0.02 0.03 -0.04
C -5.54090 1.70604 0.35646 0.03 -0.09 0.03
C -5.01240 -1.25194 -0.23526 -0.01 0.07 0.04
Si -2.61678 3.24060 -2.91282 -0.10 0.05 -0.03
C -2.22485 4.63024 -1.72417 -0.04 -0.09 -0.12
C -4.15005 3.78259 -3.85884 0.09 0.13 0.19
C -1.13993 2.99706 -4.04917 -0.02 0.00 0.04
H -6.32847 0.81026 -4.53664 -0.03 -0.02 0.00
H -5.94563 1.51253 -2.97481 0.07 0.05 0.02
H -6.47309 -0.16693 -3.07702 -0.01 0.03 0.01
H -5.09265 -2.11498 -4.59656 0.01 -0.08 0.00
H -4.51943 -2.42693 -2.96045 -0.05 0.03 0.05
H -3.38065 -2.41307 -4.32012 0.01 0.01 0.03
H -4.07305 -0.05292 -6.26737 0.02 0.03 -0.02
H -2.43180 -0.05891 -5.63400 0.01 0.02 -0.01
H -3.33204 1.45645 -5.72921 -0.03 0.06 0.07
H -2.79630 1.21553 1.95206 -0.01 0.07 0.00
H -2.15039 -0.28116 1.31179 -0.06 -0.05 -0.01
H -3.61085 -0.32557 2.29506 0.01 0.02 0.08
H -5.11638 2.69618 0.51980 0.02 0.02 0.00
H -6.11418 1.43373 1.24675 0.00 0.03 0.01
H -6.23901 1.75891 -0.48024 0.00 0.00 -0.03
H -4.28873 -2.04003 -0.45402 0.02 0.02 0.01
H -5.75246 -1.23224 -1.03555 0.00 0.01 -0.03
H -5.53343 -1.52873 0.68646 -0.01 -0.04 -0.02
H -2.81106 4.61716 -0.80645 0.03 -0.04 -0.06
H -2.46246 5.55304 -2.26331 0.06 0.05 0.08
H -1.16651 4.66557 -1.46176 -0.05 -0.05 -0.01
H -4.91414 4.09769 -3.14343 -0.04 -0.02 -0.03
H -4.60141 3.08060 -4.55301 0.04 -0.16 -0.03
H -3.86106 4.67328 -4.42592 -0.04 -0.01 -0.01
H -0.24093 2.89408 -3.43731 -0.01 -0.02 -0.04
H -1.01047 3.88772 -4.67061 -0.03 0.01 0.00
H -1.21327 2.13076 -4.70652 -0.06 -0.02 0.00
F 0.58022 5.10783 2.36631 -0.18 -0.01 -0.10
C -0.73991 5.30221 2.14129 0.04 0.08 -0.22
F -1.12026 6.40571 2.77849 0.13 -0.22 -0.11
F -0.84264 5.51754 0.81106 -0.03 0.11 0.46
C -1.54185 4.00894 2.51774 0.00 -0.11 0.00
O -1.35033 3.06722 1.56083 0.51 0.15 0.03
C -1.07454 3.49196 3.95106 -0.10 -0.10 0.14
F -2.11554 3.17830 4.73845 0.15 -0.05 -0.17
F -0.34004 2.37544 3.80958 -0.06 0.21 0.01
F -0.33423 4.37862 4.62870 -0.14 -0.02 -0.11
C -3.06137 4.35973 2.57963 -0.10 0.13 -0.09
F -3.44202 4.90878 1.41021 0.02 -0.04 0.18
F -3.37001 5.22517 3.55058 0.08 -0.12 -0.08
F -3.80344 3.25917 2.75322 0.11 0.07 -0.05
```
Positions in Å, forces in eV/Å.

- Total charge: +1
- HOMO energy (alpha / beta): -9.6 / -10.7 eV
- Multiplicity: 2
- Expectation value of S²: 0.772
- HOMO-LUMO gap (alpha / beta): 6.52 / 6.70 eV



Entry 5:
C20H36N4O3PdSSi3 as an isolated structure, computed with ωB97M-V with the def2-TZVPD basis set.

```
68
Properties=species:S:1:pos:R:3:forces:R:3
Pd -0.25736 -0.31669 0.24728 -0.95 1.34 0.43
C 1.65232 2.40352 0.20385 0.03 -0.02 -0.07
O 1.35556 1.07434 0.64379 0.27 0.14 -0.14
Si 2.01068 0.22541 1.93628 0.18 -0.21 0.17
C 2.11477 1.30689 3.45651 -0.02 0.02 -0.08
C 3.76193 -0.32143 1.57567 -0.03 0.14 0.00
C 0.72453 -1.10704 1.86979 0.01 -0.16 -0.17
Si -0.81345 -1.00266 2.93355 0.24 -0.08 -0.23
C -1.12103 0.63356 3.78312 -0.03 -0.09 0.04
C -2.23740 -1.22875 1.68003 -0.03 -0.09 0.21
C -0.80336 -2.35969 4.22752 -0.20 -0.04 -0.07
Si 1.16523 -2.70191 1.01826 0.00 -0.23 -0.07
C -0.37838 -3.67190 0.53594 0.09 -0.16 0.05
C 2.20559 -3.86746 2.06594 0.05 0.14 0.05
C 2.08624 -2.36508 -0.60412 0.03 -0.19 -0.01
H 1.91647 3.02227 1.06346 -0.01 0.00 0.00
H 0.77634 2.82418 -0.28153 -0.01 -0.01 0.01
H 2.48810 2.37449 -0.49715 0.00 0.00 0.01
H 3.06966 1.83631 3.48368 0.00 0.01 -0.03
H 2.06295 0.69163 4.35812 -0.01 -0.01 0.00
H 1.31220 2.04208 3.50745 -0.03 -0.02 0.01
H 4.41099 0.55489 1.49174 0.00 0.00 0.00
H 3.86714 -0.90548 0.66464 -0.02 -0.02 -0.01
H 4.14059 -0.91453 2.41293 -0.02 -0.02 0.01
H -1.11144 1.47021 3.08313 0.03 -0.01 -0.03
H -0.42636 0.82211 4.60197 0.02 0.01 -0.02
H -2.12547 0.59499 4.21603 0.00 0.00 0.00
H -2.21572 -0.71170 0.69686 -0.03 -0.03 -0.05
H -3.10350 -0.76143 2.15814 -0.01 0.04 -0.06
H -2.46358 -2.27444 1.48378 -0.01 0.01 0.02
H 0.00558 -2.18433 4.94029 0.02 0.02 -0.01
H -0.65108 -3.34612 3.78503 0.01 0.00 0.00
H -1.73945 -2.38613 4.79087 0.00 0.01 0.00
H -0.94421 -4.00939 1.40738 -0.01 0.01 -0.02
H -0.02805 -4.56686 0.01136 -0.02 -0.01 0.02
H -1.06321 -3.15904 -0.14134 0.05 0.10 -0.01
H 1.73652 -4.05768 3.03370 -0.01 0.00 0.00
H 3.19699 -3.44724 2.25198 0.00 0.01 0.03
H 2.34546 -4.82936 1.56833 -0.02 0.00 -0.05
H 1.65843 -3.01296 -1.37419 0.02 0.00 0.00
H 3.14216 -2.62845 -0.50805 0.01 0.02 -0.04
H 2.02398 -1.34429 -0.98629 -0.04 0.04 0.08
N -7.60002 3.20251 -2.43120 0.00 -0.02 -0.02
C -6.29573 3.00140 -1.99180 0.02 0.00 0.00
C -6.02971 2.10123 -0.95647 0.00 0.02 -0.02
C -4.74091 1.94094 -0.48626 -0.01 -0.05 0.07
C -3.70106 2.67388 -1.03901 0.04 0.02 -0.03
C -3.95225 3.56935 -2.06792 0.04 -0.01 0.00
C -5.24118 3.73553 -2.53829 -0.01 -0.01 0.01
S -2.05723 2.45147 -0.44393 -0.17 0.31 0.02
O -2.13619 2.22036 0.98344 0.02 -0.01 -0.11
O -1.28040 3.57825 -0.90594 -0.05 -0.07 0.05
N -1.52550 1.06961 -1.04703 0.40 -0.67 0.32
C -1.22143 0.84554 -2.34523 0.15 -0.31 0.02
N -0.48768 -0.29006 -2.49090 0.11 0.02 -0.17
C -0.10731 -0.60703 -3.71485 -0.12 0.11 -0.09
C -0.44903 0.16294 -4.81987 0.02 -0.02 0.02
C -1.22144 1.28270 -4.56174 0.00 -0.02 0.00
N -1.61653 1.63907 -3.34487 0.02 0.02 -0.03
H -8.23210 2.43582 -2.26729 0.00 0.02 0.00
H -7.68704 3.58115 -3.36036 -0.01 0.00 0.01
H -6.84307 1.53684 -0.51595 0.00 0.00 0.00
H -4.53909 1.25287 0.32504 0.01 0.01 0.00
H -3.12775 4.12416 -2.49263 -0.01 0.00 0.00
H -5.43709 4.44216 -3.33614 -0.01 0.00 0.00
H 0.49029 -1.50766 -3.81610 0.00 0.00 -0.01
H -0.13556 -0.09616 -5.81971 0.00 -0.01 0.00
H -1.54243 1.92935 -5.37251 0.00 0.01 0.01
```
Positions in Å, forces in eV/Å.

- Total charge: 0
- HOMO energy (alpha / beta): -7.8 / -7.8 eV
- Multiplicity: 1
- HOMO-LUMO gap (alpha / beta): 6.96 / 6.96 eV



Taking the records one at a time from the top gives total energy values of -24927.289 -39650.309 -10385.330 -196775.622 -71377.975 eV.